[1]
Below is one molecule with the formula C16H18ClN7O2 in a non-equilibrium geometry, with properties calculated with ωB97M-V/def2-TZVPD.

Computed properties:
energy relative to the best compared isomer or geometry (same formula, charge and spin) = 0.000 eV
calculated total energy = -43930.4974 eV
Kohn-Sham gap = 7.82 eV
SMILES = NC1(CO)CCN(c2cnc3c(-c4ccnc(O)c4Cl)nnc-3[nH]2)CC1

Element x y z (Å)
H: -0.02 2.70 -2.30
H: -1.16 3.23 -5.58
N: 0.33 -1.46 1.42
H: -1.22 -1.36 -2.19
O: 1.48 -5.17 5.47
N: -0.97 1.03 1.06
H: -1.39 3.46 -3.03
H: -0.11 -1.76 -0.61
H: 0.53 0.17 -3.10
C: 1.01 -2.92 4.68
H: -2.96 1.83 -1.90
C: 2.72 -1.33 5.11
N: 0.63 0.67 4.19
C: 3.49 -2.36 5.70
C: -0.25 0.74 2.20
C: -0.22 -1.06 0.20
C: -1.02 2.50 -2.70
N: -1.96 1.64 -4.78
C: -0.78 1.62 -3.96
Cl: -0.56 -3.34 4.09
H: 0.77 1.46 -5.52
N: -1.42 0.53 -1.29
H: 1.24 2.59 -4.20
C: 1.51 -1.61 4.50
N: -0.01 1.46 3.28
C: 0.75 -0.56 3.74
H: -1.83 1.13 -5.67
H: -1.92 2.53 -0.72
H: -1.39 1.93 0.94
C: -1.44 -0.35 -2.47
O: -0.22 3.38 -5.56
H: 3.12 -0.34 5.06
C: -0.90 0.13 -0.03
N: 3.06 -3.63 5.76
H: -0.47 -0.54 -4.39
H: 4.45 -2.11 6.12
C: -0.46 0.16 -3.53
C: 0.38 2.25 -4.82
C: 0.27 -0.60 2.41
H: -2.48 -0.31 -2.94
C: -1.93 1.90 -1.61
H: -2.74 1.18 -4.28
C: 1.85 -3.86 5.30
H: 2.23 -5.55 5.96


[2]
Below is C16H18F4N2S5SbSe4Ti as an isolated structure in a non-equilibrium geometry, with properties calculated with ωB97M-V/def2-TZVPD.

Computed properties:
energy relative to the best compared isomer or geometry (same formula, charge and spin) = 0.000 eV
net charge = -1
calculated total energy = -375953.4247 eV
Kohn-Sham gap = 6.51 eV

Element x y z (Å)
H: -1.83 -5.28 -1.25
H: -3.86 -0.97 0.60
C: -0.40 -2.85 0.62
Se: -5.21 1.64 -4.26
C: 2.46 0.63 0.43
Se: -5.42 1.58 -0.13
H: 0.55 4.01 -0.88
Ti: -0.26 1.21 0.14
C: -1.31 0.21 3.02
H: 4.15 0.92 -1.92
N: 1.80 1.57 -0.49
C: -0.97 -4.06 0.29
H: -3.91 -1.20 2.36
N: 0.38 -0.62 -0.01
C: 1.62 4.02 -1.05
Se: -4.38 -1.78 -2.17
S: 0.32 -1.45 6.52
C: -1.38 -4.33 -0.99
C: -3.25 -1.06 1.50
H: 3.51 0.47 0.14
F: -1.51 -3.62 -3.22
S: 0.73 0.75 4.56
H: 1.21 1.69 -2.49
C: 1.97 1.17 -1.92
C: 1.76 -0.74 0.47
H: 1.81 -1.12 1.50
Sb: -4.98 0.52 -2.20
H: 3.39 0.99 -3.51
F: -0.40 -1.26 -2.62
C: 2.32 2.94 -0.24
S: -2.39 0.51 1.66
H: 2.46 1.09 1.42
H: 2.17 3.14 0.82
F: -0.01 -2.62 1.89
C: 3.36 1.41 -2.50
H: 1.71 0.11 -1.98
S: -0.11 2.49 2.18
Se: -1.57 1.89 -1.47
H: 2.29 -1.46 -0.17
S: -1.48 -1.06 4.19
H: -2.57 -1.90 1.40
C: -0.11 -0.64 5.16
H: 3.40 2.95 -0.42
F: -1.13 -4.98 1.26
C: -1.18 -3.36 -1.95
H: 2.02 4.99 -0.76
H: 3.60 2.47 -2.58
C: -0.22 -1.84 -0.33
C: -0.62 -2.13 -1.64
H: 1.79 3.90 -2.13
C: -0.29 1.07 3.19


[3]
Below is C16H18F7IN2O2SbTi as an isolated structure, with properties calculated with ωB97M-V/def2-TZVPD.

Computed properties:
energy relative to the best compared isomer or geometry (same formula, charge and spin) = 0.370 eV
expectation value of S² = 0.7877
calculated total energy = -80742.8555 eV
Kohn-Sham gap (spin up / spin down) = 6.42 / 7.46 eV
multiplicity = 2

Element x y z (Å)
H: -2.10 -3.46 0.83
H: 1.86 3.44 -2.30
H: -1.85 -2.45 4.36
C: -0.39 1.24 0.32
C: 3.31 0.64 -3.55
C: -2.39 4.33 0.95
O: 0.81 1.61 0.50
Sb: 4.24 -3.02 0.85
H: -2.92 -2.37 2.98
H: -2.97 0.62 0.01
F: 4.23 2.73 -3.02
H: -0.11 -1.59 -3.63
H: 4.29 0.30 -3.86
C: -3.90 2.51 0.41
H: -1.75 -4.53 3.09
C: 2.21 -0.19 -3.61
F: 1.39 -1.78 -0.84
H: -2.23 5.36 1.22
C: 0.92 0.26 -3.21
F: 5.20 -4.64 1.03
C: -3.68 3.84 0.75
F: 1.77 -0.85 1.68
O: -0.53 0.01 -0.02
F: 4.67 -2.43 2.60
H: -1.23 -1.12 1.83
F: 3.08 0.28 -0.42
H: 2.32 -1.20 -3.97
C: -2.82 1.66 0.27
H: -0.48 -3.20 0.82
F: 2.60 -3.81 1.36
C: -1.23 -3.66 2.69
C: -1.87 -2.40 3.27
I: -5.30 5.13 0.96
H: -0.19 -3.73 3.03
H: -1.18 -0.21 -2.98
N: -1.22 -3.75 1.24
C: 0.83 1.60 -2.73
C: -1.31 3.47 0.81
H: -0.29 -1.12 3.14
C: 3.15 1.93 -3.08
N: -1.26 -1.14 2.85
C: 1.93 2.42 -2.66
H: -0.15 1.97 -2.43
Ti: 1.48 -0.27 0.07
H: -0.30 3.82 0.97
H: -4.91 2.15 0.26
C: -0.20 -0.57 -3.29
C: -1.53 2.14 0.47


[4]
Below is C16H18N4OS as an isolated structure in a non-equilibrium geometry, with properties calculated with ωB97M-V/def2-TZVPD.

Computed properties:
energy relative to the best compared isomer or geometry (same formula, charge and spin) = 16.141 eV
calculated total energy = -35712.0534 eV
Kohn-Sham gap = 7.68 eV

Element x y z (Å)
N: -1.78 -3.85 0.41
C: -2.24 -2.74 1.36
H: 1.96 -1.63 -1.37
H: 2.58 3.16 -2.01
S: -1.65 0.09 1.92
H: 0.92 -0.80 -2.58
C: -0.79 -3.58 -0.34
C: -0.44 0.74 0.76
C: 0.99 2.46 0.25
C: -0.31 -1.48 0.13
C: 0.38 4.61 -0.44
H: 1.07 4.07 1.30
H: 0.50 4.45 -1.52
H: -0.66 -4.60 -1.10
N: -0.19 -2.61 -0.60
C: 1.71 1.52 -0.95
N: -2.64 -4.87 0.61
H: 2.05 6.33 -0.40
H: -3.37 -4.63 1.43
C: 1.14 3.91 0.38
C: -1.52 -1.53 0.77
H: 1.98 1.39 -3.70
H: 2.52 3.85 0.02
C: 0.86 6.14 -0.21
H: 3.88 1.59 -3.43
C: 0.12 -0.16 -0.16
C: 3.11 -0.27 -2.55
O: -3.19 -2.75 2.32
C: 2.69 1.34 -2.90
N: 0.11 2.06 1.17
H: 0.75 6.48 0.74
H: -1.94 -5.72 1.08
C: 1.10 0.23 -0.90
H: 3.67 2.14 -1.18
H: 0.37 6.86 -0.93
H: -0.62 4.39 -0.24
C: 1.64 -0.67 -2.02
H: 3.38 -0.78 -3.29
H: 3.81 -0.40 -1.86
C: 2.67 2.18 -1.88


[5]
Below is C16H18N5OReS2 as an isolated structure, with properties calculated with ωB97M-V/def2-TZVPD.

Computed properties:
energy relative to the best compared isomer or geometry (same formula, charge and spin) = 0.418 eV
net charge = +3
expectation value of S² = 0.7756
calculated total energy = -50155.5685 eV
Kohn-Sham gap (spin up / spin down) = 5.89 / 5.91 eV
multiplicity = 2

Element x y z (Å)
H: -2.43 -3.56 -3.71
C: -1.08 1.18 1.62
H: 3.02 2.76 2.43
H: -2.20 3.18 -3.18
N: -0.08 2.12 2.14
C: -2.75 -2.58 -4.08
H: -0.65 -3.49 0.21
H: 4.58 -1.99 2.66
H: -0.21 1.82 -2.79
C: 1.17 -2.47 1.03
H: 0.96 -4.27 2.16
H: -3.86 3.47 -1.32
H: 2.31 3.91 1.31
C: -2.95 2.90 -1.17
C: -1.50 1.60 0.23
C: 1.58 -3.41 1.94
N: -1.17 -1.86 -1.66
C: 3.12 -1.21 1.31
N: -0.65 1.37 -0.80
S: -1.30 -1.54 -4.33
H: -0.36 2.78 2.86
H: -3.44 -2.11 -3.39
H: -0.68 0.16 1.66
H: -1.94 1.20 2.29
H: -3.32 2.48 0.90
C: 2.09 3.23 2.14
S: 0.97 -0.60 -2.71
H: 3.19 -3.97 3.26
H: 1.69 3.81 2.97
C: -2.04 2.73 -2.21
O: 1.53 1.33 0.80
C: 3.61 -2.14 2.22
C: -0.67 -1.43 -2.77
C: -0.92 1.96 -1.99
H: 3.68 -0.33 1.04
Re: 0.97 -0.03 -0.58
N: 1.92 -1.37 0.72
C: -0.03 -2.60 0.21
N: -0.26 -1.65 -0.63
C: -2.66 2.34 0.06
C: 2.83 -3.24 2.55
C: 1.14 2.20 1.67
H: -3.20 -2.68 -5.06


[6]
Below is one molecule with the formula C16H18N6 in a non-equilibrium geometry, with properties calculated with ωB97M-V/def2-TZVPD.

Computed properties:
energy relative to the best compared isomer or geometry (same formula, charge and spin) = 1.897 eV
calculated total energy = -25823.1119 eV
Kohn-Sham gap = 8.60 eV
SMILES = Cn1cnc(-c2ccccc2)c1NCCc1ccnc(N)n1

Element x y z (Å)
H: -0.61 -4.12 -0.40
C: -2.85 1.70 4.21
N: 2.55 0.16 -2.99
H: 3.14 3.65 -0.99
N: -2.52 0.95 1.60
H: 2.41 2.76 0.41
C: -0.20 0.08 1.98
H: 4.20 2.45 -0.07
H: -0.39 -0.94 1.98
C: 0.08 -3.47 -3.56
H: 3.72 1.92 -3.21
C: -0.47 -4.06 -2.40
H: -5.47 2.00 1.63
H: 1.50 -2.03 -4.29
C: 3.13 2.70 -0.39
H: 0.47 0.19 2.76
C: -1.61 1.18 3.79
H: -1.12 -4.92 -2.55
C: -3.63 1.41 2.13
C: 0.91 -2.34 -3.44
H: -3.06 2.16 5.22
C: 2.10 0.31 -0.79
H: -0.74 1.03 4.39
N: 2.81 1.43 -1.23
C: -1.54 0.68 2.50
C: 3.12 1.25 -2.60
N: 1.63 0.26 0.53
C: 0.41 -2.30 -1.10
H: 1.93 -0.63 0.99
H: -4.42 1.46 0.20
C: -0.23 -3.52 -1.17
N: -4.62 1.64 1.22
H: -0.28 -4.06 -4.41
C: 0.24 0.72 0.64
H: 0.08 1.80 0.67
H: 0.63 -1.79 -0.17
C: 1.79 -0.38 -1.95
H: -0.26 0.50 -0.24
N: -3.83 1.88 3.32
C: 0.99 -1.69 -2.21